C30H45BrN4OP2Pt | the ωB97M-V functional and the def2-TZVPD basis

ΔE to the lowest compared entry with this formula, charge and spin: 327.8 kJ/mol
largest force on an atom: 3.68 eV/A
expectation value of S²: 2.018
LUMO level (alpha / beta): -6.23 / -7.67 eV
highest occupied orbital energy (alpha / beta): -10.3918 / -13.2829 eV

```
! RIJCOSX wB97M-V def2-TZVPD def2/J DEFGRID3
* xyz 2 3
C -6.209 -1.479 -1.684
C -5.263 -0.808 -2.563
C -5.823 -0.523 -3.849
C -7.162 -0.813 -4.161
N -8.006 -1.372 -3.293
C -7.538 -1.723 -2.097
C -3.865 -0.445 -2.285
C -2.841 -0.452 -1.492
C -2.092 -0.988 -0.320
C -2.118 -0.327 0.898
C -1.317 -0.779 1.938
C -0.262 -1.708 1.707
C -0.390 -2.486 0.531
C -1.298 -2.122 -0.463
Pt -1.520 0.334 -2.683
P 1.122 2.589 1.184
H -5.191 -0.079 -4.612
H -5.933 -1.800 -0.679
H -7.573 -0.580 -5.149
H -8.256 -2.213 -1.426
H -1.445 -2.667 -1.420
H -2.843 0.517 0.985
H 0.149 -3.422 0.365
H -1.448 -0.341 2.915
C 2.764 3.334 1.061
C 2.797 4.717 0.413
H 3.434 2.649 0.523
H 3.147 3.412 2.092
H 3.810 5.132 0.442
H 2.498 4.693 -0.637
H 2.165 5.443 0.931
C -0.042 3.168 -0.059
C -1.487 3.349 0.404
H -0.038 2.485 -0.916
H 0.329 4.136 -0.419
H -2.126 3.598 -0.454
H -1.892 2.427 0.836
H -1.594 4.168 1.127
C 0.482 2.963 2.819
C 0.457 4.460 3.083
H 1.122 2.462 3.560
H -0.521 2.523 2.902
H -0.120 4.662 3.990
H 1.468 4.843 3.249
H -0.007 5.024 2.267
Br 1.369 0.259 1.469
P 0.828 0.006 -2.035
C 2.217 1.330 -1.995
C 3.155 1.547 -3.164
H 2.824 1.130 -1.100
H 1.662 2.259 -1.805
H 3.413 2.615 -3.224
H 4.102 1.005 -3.031
H 2.689 1.271 -4.109
C 2.156 -1.244 -1.250
C 3.319 -1.583 -2.163
H 1.627 -2.137 -0.901
H 2.551 -0.761 -0.342
H 4.083 -2.155 -1.617
H 3.024 -2.171 -3.038
H 3.808 -0.680 -2.542
C 0.677 -1.073 -3.525
C 0.836 -0.172 -4.720
H -0.417 -1.324 -3.351
H 1.327 -1.920 -3.502
H -0.064 -0.281 -5.351
H 0.882 0.900 -4.436
H 1.737 -0.449 -5.311
C 2.652 -5.306 3.124
N 1.761 -4.197 3.444
C 1.291 -4.081 4.731
C 0.681 -2.906 5.108
C 0.481 -1.933 4.127
N 0.506 -2.298 2.805
C 1.553 -3.207 2.475
O 2.225 -3.171 1.451
N 0.206 -0.620 4.430
H 3.549 -5.248 3.743
H 2.969 -5.258 2.092
H 2.117 -6.244 3.270
H 1.478 -4.940 5.394
H 0.404 -2.664 6.136
H 0.288 -0.332 5.408
H 0.510 0.075 3.745
*
```

Mulliken atomic charge list, values in e, 2 entries:
1. C -0.27
2. C 0.33

C4H5ClFNO | the ωB97M-V functional and the def2-TZVPD basis

ΔE to the lowest compared entry with this formula, charge and spin: 118.6 kJ/mol
SMILES: O=CN/C=C(\F)CCl
largest force on an atom: 6.80 eV/A
LUMO level: 0.28 eV
highest occupied orbital energy: -9.2790 eV

```
! RIJCOSX wB97M-V def2-TZVPD def2/J DEFGRID3
* xyz 0 1
O -1.333 -2.497 -1.087
C -0.145 -2.152 -1.491
N 0.418 -1.208 -0.676
C -0.255 -0.334 0.107
C 0.447 0.666 0.614
F 1.842 0.751 0.393
C -0.166 1.762 1.328
Cl -0.091 3.360 0.335
H 0.394 -2.606 -2.402
H 1.290 -0.814 -1.200
H -1.288 -0.604 0.389
H 0.133 2.043 2.301
H -1.246 1.633 1.389
*
```

Mulliken atomic charge list, values in e, 2 entries:
1. O -0.59
2. C 0.17

C18H17F6N4O9RhS3 | the ωB97M-V functional and the def2-TZVPD basis

ΔE to the lowest compared entry with this formula, charge and spin: 0.0 kJ/mol
largest force on an atom: 0.21 eV/A
expectation value of S²: 6.018
LUMO level (alpha / beta): 4.50 / 4.43 eV
highest occupied orbital energy (alpha / beta): -0.8970 / -3.1696 eV

```
! RIJCOSX wB97M-V def2-TZVPD def2/J DEFGRID3
* xyz -2 5
Rh -0.601 0.205 0.223
C 1.507 0.337 7.274
C 0.494 0.149 6.177
C -0.771 -0.362 6.441
C -1.682 -0.583 5.417
C -1.325 -0.314 4.106
C -0.071 0.207 3.828
C 0.822 0.448 4.857
S -2.480 -0.653 2.771
O -2.132 -1.960 2.251
O -3.785 -0.520 3.392
N -2.187 0.427 1.672
C -2.368 1.825 2.049
C -1.250 2.760 1.546
O -1.304 3.934 1.901
O -0.348 2.266 0.771
H 1.041 0.265 8.258
H 1.996 1.310 7.196
H 2.278 -0.436 7.208
H -1.049 -0.591 7.465
H -2.675 -0.962 5.621
H 0.222 0.390 2.799
H 1.803 0.845 4.623
H -2.419 1.966 3.133
H -3.306 2.223 1.647
F 2.657 1.479 -5.317
C 2.574 1.721 -4.004
F 2.072 2.945 -3.840
F 3.818 1.709 -3.506
S 1.556 0.442 -3.143
O 1.545 0.849 -1.768
O 2.198 -0.786 -3.504
N 0.202 0.635 -3.927
S -1.204 0.928 -3.310
O -1.433 0.358 -2.002
O -2.211 0.712 -4.303
C -1.244 2.752 -3.023
F -2.443 3.097 -2.544
F -1.061 3.400 -4.186
F -0.309 3.136 -2.171
N 4.819 -0.750 5.250
C 3.814 -1.724 5.089
O 3.629 -2.539 6.003
C 3.102 -1.719 3.844
C 3.385 -0.829 2.762
C 2.592 -0.801 1.660
N 1.510 -1.624 1.528
C 1.215 -2.498 2.539
C 1.976 -2.574 3.660
H 5.075 -0.661 6.222
H 4.643 0.138 4.805
H 4.239 -0.166 2.777
H 2.760 -0.129 0.829
H 0.313 -3.076 2.399
H 1.699 -3.257 4.450
C 0.668 -1.503 0.329
H 1.330 -1.539 -0.540
H 0.017 -2.380 0.303
*
```

Mulliken atomic charge list, values in e, 2 entries:
1. Rh 0.70
2. C -1.45

C3H6N2 | the ωB97M-V functional and the def2-TZVPD basis

ΔE to the lowest compared entry with this formula, charge and spin: 188.9 kJ/mol
SMILES: [H]/N=C/N1CC1
largest force on an atom: 1.61 eV/A
LUMO level: 1.11 eV
highest occupied orbital energy: -9.2447 eV

```
! RIJCOSX wB97M-V def2-TZVPD def2/J DEFGRID3
* xyz 0 1
H -2.843 0.100 0.277
N -1.854 0.396 0.126
C -0.999 -0.528 -0.048
N 0.272 -0.202 -0.491
C 1.060 0.893 0.009
C 1.490 -0.518 0.245
H -1.203 -1.589 -0.188
H 0.512 1.394 0.849
H 1.614 1.547 -0.677
H 1.351 -0.904 1.241
H 2.337 -0.988 -0.178
*
```

Mulliken atomic charge list, values in e, 2 entries:
1. H 0.24
2. N -0.58

C7H10F3N2O | the ωB97M-V functional and the def2-TZVPD basis

largest force on an atom: 5.44 eV/A
LUMO level (alpha / beta): -4.35 / -4.35 eV
highest occupied orbital energy (alpha / beta): -11.8063 / -11.8138 eV

```
! RIJCOSX wB97M-V def2-TZVPD def2/J DEFGRID3
* xyz 1 1
C 0.403 1.752 -0.970
C -1.696 -0.909 -0.477
C 2.012 -1.606 0.546
C 0.789 -1.090 1.440
C 1.422 -1.075 -0.683
C 0.455 -0.366 0.216
C -2.812 -0.320 0.311
N -0.008 3.001 -0.969
N 0.361 1.039 0.130
O -1.690 -1.560 -1.461
F -2.396 -0.286 1.582
F -2.836 0.938 -0.095
F -4.022 -0.866 0.223
H 0.727 1.343 -1.976
H 2.964 -1.227 1.023
H 2.208 -2.666 0.604
H 0.079 -1.904 1.815
H 1.174 -0.431 2.279
H 1.985 -0.395 -1.317
H 0.982 -1.902 -1.363
H 0.065 3.650 -1.756
H -0.485 3.397 -0.114
H 0.319 1.484 1.011
*
```

Mulliken atomic charge list, values in e, 2 entries:
1. C 0.22
2. C 0.20

C5H17NO2 | the ωB97M-V functional and the def2-TZVPD basis

ΔE to the lowest compared entry with this formula, charge and spin: 88.0 kJ/mol
SMILES: CNCC(C)C.O.O
largest force on an atom: 1.76 eV/A
LUMO level: 0.82 eV
highest occupied orbital energy: -8.9245 eV

```
! RIJCOSX wB97M-V def2-TZVPD def2/J DEFGRID3
* xyz 0 1
C -0.436 1.879 -1.801
N -0.768 0.968 -0.718
C -0.324 1.320 0.634
C 0.507 0.208 1.312
C 0.025 0.107 2.769
C 1.990 0.567 1.369
H -0.905 1.554 -2.734
H -0.737 2.920 -1.639
H 0.631 1.761 -1.992
H -1.721 0.639 -0.744
H 0.214 2.268 0.577
H -1.192 1.503 1.262
H 0.352 -0.751 0.821
H -1.020 -0.223 2.845
H 0.662 -0.554 3.357
H 0.006 1.058 3.305
H 2.478 0.520 0.395
H 2.127 1.584 1.758
H 2.513 -0.033 2.120
O 1.013 -2.421 -1.791
H 0.599 -1.697 -1.307
H 0.667 -2.290 -2.683
O -1.882 -2.064 -1.282
H -1.755 -2.942 -0.907
H -1.494 -1.416 -0.690
*
```

Mulliken atomic charge list, values in e, 2 entries:
1. C -1.10
2. N -0.10